Below is the molecule C18H17NO3, with properties calculated with the ωB97M-V functional and the def2-TZVPD basis.

Geometry as ORCA input:
```
! wB97M-V def2-TZVPD RIJCOSX def2/J DEFGRID3
* xyz 0 1
C -5.823 -0.535 0.074
H -6.562 -1.249 -0.287
O -4.614 -0.890 -0.552
C -3.502 -0.150 -0.287
C -3.457 0.942 0.573
C -2.266 1.620 0.765
C -1.115 1.220 0.106
C -1.149 0.128 -0.752
C -2.335 -0.546 -0.943
H -2.381 -1.398 -1.602
H -0.256 -0.194 -1.261
O 0.051 1.912 0.416
C 1.015 2.115 -0.491
O 0.927 1.866 -1.663
C 2.240 2.708 0.172
H 2.946 2.976 -0.614
H 1.958 3.601 0.731
C 2.860 1.663 1.119
C 2.943 0.337 0.435
C 3.812 -0.032 -0.550
N 3.510 -1.287 -1.002
C 2.420 -1.752 -0.326
C 1.727 -2.951 -0.442
C 0.641 -3.143 0.384
C 0.256 -2.173 1.314
C 0.941 -0.986 1.437
C 2.035 -0.755 0.603
H 0.630 -0.244 2.159
H -0.601 -2.363 1.943
H 0.076 -4.060 0.316
H 2.030 -3.701 -1.157
H 3.990 -1.771 -1.741
H 4.636 0.515 -0.966
H 2.237 1.569 2.009
H 3.851 2.005 1.424
H -2.223 2.465 1.435
H -4.336 1.276 1.100
H -6.136 0.478 -0.200
H -5.750 -0.611 1.164
*
```

Computed properties:
ΔE to the lowest compared entry with this formula, charge and spin: 53.7 kJ/mol
DFT total energy: -26574.7760 eV
SMILES: COc1ccc(OC(=O)CCc2c[nH]c3ccccc23)cc1
Frontier orbital gap: 8.678 eV
HOMO level: -7.82 eV
LUMO energy: 0.855 eV
F_max: 1.0 eV/A
M: 295.34 g mol⁻¹